This record from the Open Molecules 2025 dataset describes a 11-piece molecular cluster, C44H110O22 overall. The level of theory is wB97M-V/def2-TZVPD.

Atoms and positions in Å:
C: -10.14 25.83 3.47
O: -10.32 24.82 4.43
C: -9.33 24.87 5.43
C: -9.50 23.62 6.33
O: -9.45 22.46 5.50
C: -10.19 21.38 6.00
H: -10.20 26.86 3.87
H: -11.02 25.84 2.82
H: -9.24 25.68 2.87
H: -9.49 25.75 6.05
H: -8.30 24.74 5.08
H: -10.45 23.75 6.85
H: -8.59 23.49 6.92
H: -10.23 20.56 5.28
H: -11.24 21.64 6.17
H: -9.73 21.01 6.92
C: -1.80 22.08 4.88
O: -2.27 22.44 6.16
C: -3.34 23.39 6.10
C: -4.67 22.72 5.91
O: -4.87 21.65 6.82
C: -5.51 22.07 8.00
H: -0.80 21.66 5.01
H: -1.60 22.87 4.14
H: -2.46 21.34 4.41
H: -3.18 24.09 5.28
H: -3.26 23.89 7.07
H: -4.70 22.25 4.92
H: -5.54 23.37 5.85
H: -4.97 22.89 8.46
H: -5.56 21.20 8.67
H: -6.57 22.30 7.83
C: -10.97 29.58 9.62
O: -10.29 28.35 9.78
C: -9.97 27.74 8.54
C: -9.41 26.36 8.90
O: -8.18 26.10 8.22
C: -7.28 25.25 8.91
H: -10.43 30.27 8.96
H: -10.99 30.07 10.60
H: -11.98 29.40 9.24
H: -9.22 28.34 8.03
H: -10.89 27.58 7.98
H: -10.09 25.60 8.49
H: -9.35 26.25 9.98
H: -6.47 25.25 8.17
H: -7.62 24.20 8.88
H: -7.01 25.61 9.90
C: -10.72 27.53 -0.62
O: -9.38 27.77 -0.19
C: -8.41 26.87 -0.63
C: -7.14 27.16 0.11
O: -6.47 28.34 -0.32
C: -5.42 28.62 0.54
H: -10.86 26.46 -0.76
H: -10.84 28.07 -1.56
H: -11.39 27.92 0.14
H: -8.24 26.99 -1.71
H: -8.67 25.82 -0.45
H: -6.43 26.32 0.00
H: -7.33 27.26 1.19
H: -4.55 27.95 0.44
H: -5.67 28.69 1.60
H: -4.94 29.56 0.26
C: -3.76 31.01 7.76
O: -3.10 29.86 8.26
C: -2.91 28.83 7.33
C: -2.13 27.66 7.90
O: -2.69 27.03 9.04
C: -3.99 26.58 8.86
H: -3.23 31.53 6.96
H: -3.73 31.67 8.63
H: -4.82 30.84 7.54
H: -2.34 29.10 6.42
H: -3.88 28.43 7.00
H: -1.11 27.87 8.23
H: -2.06 26.92 7.09
H: -4.00 25.87 8.02
H: -4.75 27.36 8.68
H: -4.43 26.02 9.69
C: -7.23 21.74 3.36
O: -8.04 21.89 2.21
C: -7.47 22.82 1.32
C: -8.13 22.72 -0.04
O: -9.40 23.35 -0.12
C: -10.31 23.08 0.93
H: -7.28 22.60 4.03
H: -6.17 21.65 3.10
H: -7.66 20.92 3.93
H: -6.41 22.60 1.15
H: -7.61 23.83 1.74
H: -8.27 21.66 -0.29
H: -7.54 23.20 -0.82
H: -11.20 23.68 0.75
H: -9.91 23.35 1.91
H: -10.64 22.04 0.88
C: 0.57 27.67 5.40
O: -0.36 26.62 5.41
C: 0.08 25.28 5.29
C: 1.06 24.79 6.31
O: 2.30 25.46 6.10
C: 3.38 24.82 6.73
H: 1.29 27.62 6.22
H: 0.02 28.58 5.67
H: 1.06 27.76 4.42
H: 0.48 25.18 4.27
H: -0.81 24.65 5.23
H: 1.25 23.71 6.22
H: 0.70 24.92 7.34
H: 3.62 23.91 6.15
H: 3.17 24.58 7.78
H: 4.27 25.44 6.60
C: -6.06 26.82 5.69
O: -4.71 26.47 5.53
C: -4.08 26.96 4.39
C: -4.63 26.29 3.11
O: -4.78 24.89 3.19
C: -4.16 24.23 2.12
H: -6.16 27.92 5.61
H: -6.34 26.53 6.70
H: -6.78 26.49 4.94
H: -3.00 26.77 4.42
H: -4.20 28.05 4.36
H: -4.28 26.67 2.15
H: -5.66 26.69 3.02
H: -3.07 24.31 2.09
H: -4.43 24.68 1.15
H: -4.47 23.19 2.10
C: -2.31 21.40 0.67
O: -2.47 21.94 -0.64
C: -3.79 21.79 -1.15
C: -3.81 22.45 -2.50
O: -3.61 23.82 -2.42
C: -3.65 24.43 -3.70
H: -3.03 20.63 0.95
H: -2.40 22.19 1.42
H: -1.27 21.06 0.69
H: -4.57 22.15 -0.47
H: -3.99 20.71 -1.24
H: -4.77 22.24 -3.01
H: -3.14 21.93 -3.20
H: -3.53 25.51 -3.66
H: -4.63 24.16 -4.12
H: -2.93 23.97 -4.38
C: 0.55 23.62 2.38
O: -0.70 24.27 2.45
C: -0.70 25.58 1.87
C: -1.53 25.49 0.59
O: -2.15 26.72 0.30
C: -2.93 26.69 -0.85
H: 0.93 23.56 1.36
H: 0.48 22.62 2.79
H: 1.28 24.21 2.95
H: 0.33 25.88 1.68
H: -1.22 26.23 2.58
H: -2.23 24.65 0.58
H: -0.85 25.26 -0.24
H: -3.72 25.94 -0.68
H: -2.43 26.45 -1.79
H: -3.43 27.65 -1.01
C: -2.51 29.17 2.30
O: -3.47 30.19 2.24
C: -4.03 30.53 3.50
C: -5.29 31.32 3.19
O: -5.84 31.65 4.43
C: -6.97 32.49 4.43
H: -1.66 29.32 2.97
H: -2.07 29.00 1.32
H: -2.97 28.20 2.55
H: -3.31 30.92 4.22
H: -4.41 29.57 3.86
H: -5.93 30.73 2.53
H: -5.01 32.20 2.60
H: -7.65 32.28 3.59
H: -6.71 33.54 4.34
H: -7.55 32.23 5.31

Summary:
* SMILES: COCCOC.COCCOC.COCCOC.COCCOC.COCCOC.COCCOC.COCCOC.COCCOC.COCCOC.COCCOC.COCCOC
* ΔE to the lowest compared entry with this formula, charge and spin: 40.1 kcal/mol
* HOMO-LUMO gap: 0.3571 Ha